(1)
{
  "formula": "C7H7NdO5S",
  "method": "wB97M-V/def2-TZVPD",
  "symbols": ["O", "C", "Nd", "O", "C", "C", "O", "C", "O", "C", "O", "H", "C", "S", "C", "H", "H", "H", "H", "H", "H"],
  "coordinates": [[-1.8841, -2.8718, -1.0490], [-1.4906, -1.9123, -0.4997], [-0.3122, 0.1483, 0.3841], [-3.8797, -0.3839, -0.4062], [-2.7635, -0.1507, -0.1317], [1.4957, -1.6041, -0.7493], [2.5566, -1.1452, -0.4802], [0.0347, -0.1105, -2.0581], [0.1227, -0.3291, -3.1871], [-0.2618, -1.7949, 2.0499], [-0.2744, -2.6404, 2.8279], [1.1983, -2.5965, -1.1579], [0.5948, 4.3065, 1.8213], [-0.2660, 2.9909, 0.9659], [-1.6276, 3.9148, 0.1873], [1.5497, 3.8934, 2.1685], [0.0166, 4.6380, 2.6821], [0.8026, 5.1467, 1.1554], [-2.4856, 3.8991, 0.8917], [-1.3004, 4.9487, -0.0096], [-1.8697, 3.3841, -0.7403]],
  "forces_ev_per_a": [[1.83, 4.79, 2.78], [-0.97, -6.29, -3.45], [1.23, 1.37, 0.16], [5.65, 1.11, 1.32], [-7.29, 0.12, -1.09], [-0.33, 0.23, 0.80], [-0.96, -0.33, -0.22], [0.05, -0.69, -4.54], [-0.15, 0.66, 3.73], [0.11, -3.97, 3.69], [0.06, 3.12, -2.93], [0.80, 0.05, -0.19], [0.82, 0.01, 0.63], [-0.14, 0.30, -0.41], [-0.57, -0.33, 0.45], [-0.23, 0.16, -0.03], [-0.05, -0.06, -0.08], [-0.13, -0.27, -0.10], [0.48, 0.19, -0.62], [-0.10, -0.57, -0.03], [-0.12, 0.41, 0.13]],
  "lowdin_spin": [0.0227, 0.0165, 3.3129, 0.0229, 0.0212, -0.1867, -0.1355, -0.0226, -0.0104, 0.0019, 0.0059, -0.0379, -0.0010, -0.0082, -0.0008, 0.0000, -0.0002, -0.0003, -0.0002, -0.0002, 0.0001],
  "relative_energy_ev": 0.000,
  "gap_ev": [5.3881, 6.0246],
  "e_tot_ha": -1605.9754,
  "homo_energy_ev": [-15.31, -15.81],
  "s2": 4.0410,
  "multiplicity": 4,
  "charge": 2,
  "e_lumo_ha": [-0.365, -0.360]
}

---

(2)
{
  "formula": "C21H66O12",
  "method": "wB97M-V/def2-TZVPD",
  "symbols": ["C", "C", "C", "O", "H", "H", "H", "H", "H", "H", "H", "H", "C", "C", "C", "O", "H", "H", "H", "H", "H", "H", "H", "H", "C", "C", "C", "O", "H", "H", "H", "H", "H", "H", "H", "H", "C", "C", "C", "O", "H", "H", "H", "H", "H", "H", "H", "H", "C", "C", "C", "O", "H", "H", "H", "H", "H", "H", "H", "H", "C", "C", "C", "O", "H", "H", "H", "H", "H", "H", "H", "H", "C", "C", "C", "O", "H", "H", "H", "H", "H", "H", "H", "H", "O", "H", "H", "O", "H", "H", "O", "H", "H", "O", "H", "H", "O", "H", "H"],
  "coordinates": [[19.0798, 8.4347, 13.5991], [18.2068, 7.3363, 13.0418], [17.4331, 6.5788, 14.2486], [17.2916, 7.8655, 12.1429], [19.7025, 8.0402, 14.4021], [18.4419, 9.1865, 14.0638], [19.7345, 8.8743, 12.8466], [18.8194, 6.5830, 12.5463], [16.7859, 7.3637, 14.6399], [18.0680, 6.1938, 15.0466], [16.8267, 5.7263, 13.9424], [16.5673, 7.2367, 12.1017], [10.4953, 12.0907, 13.7882], [11.0365, 11.4977, 15.0351], [12.1054, 12.3104, 15.7382], [9.9814, 11.2837, 15.9273], [9.8713, 11.3679, 13.2626], [11.2614, 12.3092, 13.0443], [9.8980, 12.9799, 13.9900], [11.5122, 10.5402, 14.8231], [12.9024, 12.5764, 15.0439], [12.7550, 11.6868, 16.3525], [11.8310, 13.2019, 16.3020], [10.2361, 11.0042, 16.8097], [8.7544, 9.3889, 8.8644], [7.8095, 8.1997, 8.5550], [8.4669, 7.1360, 7.6605], [7.4926, 7.6331, 9.8003], [9.0478, 9.9760, 7.9941], [9.7008, 9.0627, 9.2958], [8.1505, 10.1020, 9.4255], [6.9544, 8.6920, 8.0919], [9.0668, 7.6343, 6.8990], [7.7496, 6.5772, 7.0594], [9.1638, 6.5210, 8.2298], [7.6475, 8.2609, 10.5098], [12.2653, 11.1648, 8.7528], [12.7533, 10.0042, 7.8710], [14.1882, 10.2847, 7.2043], [12.8195, 8.8749, 8.6504], [12.5352, 12.1485, 8.3686], [12.7721, 11.1893, 9.7175], [11.1929, 11.1381, 8.9459], [12.0260, 9.8994, 7.0659], [14.1647, 11.0984, 6.4794], [14.5928, 9.4530, 6.6274], [14.8444, 10.6881, 7.9755], [13.4224, 8.9722, 9.3912], [18.0714, 12.3123, 14.1757], [18.9331, 12.9504, 13.1130], [20.2494, 13.3614, 13.7369], [19.2153, 11.8574, 12.2264], [18.0115, 12.9885, 15.0285], [18.6243, 11.3988, 14.3945], [17.0391, 12.1970, 13.8454], [18.4891, 13.8077, 12.6071], [20.1012, 14.1494, 14.4753], [20.8633, 13.7854, 12.9422], [20.7193, 12.5298, 14.2620], [20.1581, 11.9229, 12.0575], [12.3877, 8.9060, 12.1497], [13.7493, 9.5723, 12.2340], [14.5657, 9.1367, 13.4281], [14.3875, 9.2200, 11.0210], [11.9324, 9.0153, 13.1340], [12.5222, 7.8260, 12.0889], [11.7186, 9.2629, 11.3668], [13.6912, 10.6513, 12.0903], [14.0673, 9.3992, 14.3613], [15.4701, 9.7399, 13.3489], [14.7054, 8.0557, 13.4335], [15.2544, 9.6088, 11.1584], [12.8689, 7.6089, 16.7710], [12.0845, 6.6683, 17.6336], [12.8126, 5.7775, 18.6377], [11.1276, 7.4018, 18.3454], [12.2119, 7.9856, 15.9870], [13.6774, 7.0487, 16.3014], [13.1972, 8.4854, 17.3298], [11.6004, 5.8871, 17.0476], [13.5846, 6.3899, 19.1034], [13.3110, 4.9529, 18.1282], [12.1550, 5.4384, 19.4382], [11.0816, 6.9629, 19.1979], [15.0970, 6.4188, 11.7069], [14.5584, 7.1236, 11.3473], [14.6276, 6.1342, 12.4911], [13.9778, 5.5213, 14.1828], [13.0659, 5.2775, 14.3416], [14.4720, 4.7165, 14.3387], [9.9496, 6.7861, 10.8352], [9.8713, 6.6466, 11.7790], [9.1252, 7.2033, 10.5851], [12.1916, 6.3696, 9.3149], [12.4844, 7.2492, 9.0763], [11.4631, 6.5147, 9.9186], [17.1464, 10.3429, 11.1327], [17.8788, 10.7356, 11.6076], [17.2107, 9.4071, 11.3236]],
  "forces_ev_per_a": [[0.00, -0.19, 0.42], [0.10, -1.68, 1.86], [0.51, 1.18, -1.03], [0.28, 0.36, 0.06], [0.15, -0.10, -0.06], [0.00, 0.22, -0.20], [-0.19, 0.12, -0.04], [0.25, -0.08, -0.16], [-0.23, -0.20, 0.34], [0.35, 0.31, -0.13], [-0.04, 0.17, -0.46], [-0.98, -0.41, -0.63], [-0.51, 0.03, -1.06], [1.20, -0.07, 1.41], [1.79, 0.05, -0.45], [-1.76, -0.12, 0.10], [-0.34, -0.06, 0.23], [0.30, 0.25, 0.30], [0.09, 0.05, 0.00], [0.06, -0.27, -0.36], [-0.24, 0.57, -0.59], [-0.60, -0.35, 0.76], [-0.44, -0.12, -0.18], [0.50, -0.04, -0.17], [-0.22, -0.08, -0.97], [1.84, 1.26, -0.58], [-0.15, 0.82, -0.36], [-0.63, -0.96, 0.76], [-0.13, -0.28, -0.42], [-0.16, 0.05, 0.53], [0.40, 0.01, 0.70], [-0.46, -0.56, -0.11], [0.13, 0.23, 0.05], [-0.10, -0.40, 0.53], [-0.28, -0.19, 0.00], [-0.41, 0.46, -0.12], [0.57, 0.69, 0.00], [1.69, 1.98, -0.75], [-1.44, 0.79, 0.36], [-0.64, -1.51, -0.11], [-0.27, 0.04, -0.53], [0.09, -0.50, 0.17], [0.01, -0.12, -0.11], [-0.03, -0.60, 0.04], [-0.51, 0.20, -0.10], [-0.04, -0.31, 0.62], [0.34, -0.60, 0.14], [0.50, 0.54, 0.37], [-0.34, 1.11, 0.04], [0.43, -0.85, 0.87], [-0.20, 0.80, -0.01], [0.25, 0.61, -0.55], [0.12, -0.19, 0.29], [-0.67, -0.12, 0.42], [0.12, -0.63, -0.12], [-0.20, -0.16, -0.23], [-0.04, 0.09, -0.02], [0.48, -0.14, 0.13], [0.13, -0.10, -0.25], [0.03, -0.31, -0.46], [0.00, -0.01, 1.31], [-1.49, -0.21, -0.93], [-0.39, 0.80, 0.01], [0.78, -0.81, -0.33], [-0.49, 0.31, -0.01], [0.07, -0.11, -0.51], [0.22, -0.03, 0.00], [-0.46, 0.39, 1.11], [-0.12, 0.15, 0.05], [0.48, -0.59, 0.37], [0.35, 0.27, -0.07], [0.88, 0.19, -0.84], [0.01, -0.28, -0.27], [-0.36, -1.49, 0.58], [1.48, 1.08, -0.21], [-0.64, 0.56, 0.39], [-0.02, -0.01, -0.13], [0.23, 0.37, -0.06], [0.33, -0.22, 0.14], [-0.56, 0.34, -0.86], [0.24, -0.12, 0.31], [-0.10, -0.15, 0.21], [-0.11, -0.34, -0.25], [-0.47, 0.34, 0.11], [0.47, -0.40, -0.11], [-0.19, 0.45, -0.53], [-0.33, -0.35, 0.41], [0.09, 0.21, 0.04], [-0.35, -0.01, -0.03], [0.23, -0.27, 0.04], [0.39, -0.06, 0.54], [0.11, -0.12, 0.25], [-0.53, -0.16, -0.53], [0.38, -0.82, 0.05], [-0.04, 0.26, -0.43], [-0.36, 0.00, 0.14], [-0.85, 0.45, -0.53], [0.38, 0.40, 0.14], [0.31, -0.74, 0.23]],
  "lowdin_charge": [-0.0532, -0.4518, -0.0223, -0.0774, 0.0803, 0.0683, 0.0823, 0.1305, 0.0680, 0.0694, 0.0553, 0.0295, -0.0526, -0.5331, -0.0573, -0.0387, 0.0788, 0.0795, 0.0902, 0.1070, 0.0729, 0.0685, 0.0860, 0.0932, -0.0602, -0.4618, -0.0254, -0.0623, 0.0778, 0.0708, 0.0830, 0.1299, 0.0770, 0.0752, 0.0789, 0.0846, -0.0453, -0.4447, -0.0270, -0.0760, 0.0761, 0.0649, 0.0595, 0.1309, 0.0617, 0.0727, 0.0713, 0.0588, -0.0514, -0.4699, -0.0659, -0.0792, 0.0812, 0.0740, 0.0802, 0.1412, 0.0848, 0.0848, 0.0919, 0.0900, -0.0314, -0.4683, -0.0241, -0.0739, 0.0633, 0.0764, 0.0782, 0.1379, 0.0746, 0.0799, 0.0595, 0.0543, -0.0502, -0.5319, -0.0520, -0.0379, 0.0736, 0.0668, 0.0881, 0.1228, 0.0842, 0.0809, 0.0798, 0.0709, -0.0316, 0.0240, -0.0018, -0.0345, 0.0579, 0.0583, -0.0354, 0.0592, -0.0042, -0.0695, -0.0316, -0.0404, -0.0560, -0.0111, -0.0105],
  "relative_energy_ev": 1.555,
  "gap_ev": 9.5911,
  "e_tot_ha": -1742.5251,
  "homo_energy_ev": -9.55,
  "multiplicity": 1,
  "e_lumo_ha": 0.002
}

---

(3)
{
  "formula": "C4H4O5Pr",
  "method": "wB97M-V/def2-TZVPD",
  "symbols": ["O", "C", "O", "O", "C", "H", "C", "H", "H", "H", "C", "O", "O", "Pr"],
  "coordinates": [[-3.5613, 0.3333, -0.3947], [-2.4541, -0.2196, -0.2626], [-2.1645, -1.4282, -0.4564], [-1.3432, 0.5877, -0.2145], [-0.6007, 0.8958, -1.4282], [-1.1537, 0.5388, -2.3128], [-0.5397, 2.4139, -1.5307], [-1.5449, 2.8667, -1.4485], [0.1087, 2.8552, -0.7557], [-0.0734, 2.6902, -2.4903], [1.2431, 2.0206, 2.0208], [2.0043, 1.3449, 1.4565], [0.4886, 2.6583, 2.6194], [1.6985, -0.4262, -1.2090]],
  "forces_ev_per_a": [[1.03, -0.04, 1.12], [-1.96, -1.53, -3.29], [0.38, -0.25, 0.80], [2.65, 1.96, 0.56], [-0.09, -0.27, 0.29], [-0.06, -0.19, 0.30], [0.38, 0.11, -0.05], [0.42, -0.17, -0.04], [-0.28, -0.01, 0.00], [-0.23, 0.04, 0.07], [-1.16, 0.42, 0.82], [0.37, -0.37, -0.70], [0.62, -0.27, -0.48], [-2.08, 0.58, 0.60]],
  "lowdin_spin": [-0.0011, -0.0003, -0.0006, -0.0083, -0.0271, -0.0013, -0.0034, -0.0009, -0.0002, 0.0001, -0.0001, -0.0003, 0.0000, 3.0437],
  "relative_energy_ev": 0.777,
  "gap_ev": [4.5593, 4.5882],
  "e_tot_ha": -1047.8745,
  "homo_energy_ev": [-6.54, -6.55],
  "s2": 3.7549,
  "multiplicity": 4,
  "e_lumo_ha": [-0.073, -0.072]
}

---

(4)
{
  "formula": "C4H12NOS",
  "method": "wB97M-V/def2-TZVPD",
  "symbols": ["C", "N", "C", "C", "S", "C", "H", "H", "H", "H", "H", "H", "H", "H", "H", "H", "H", "H", "O"],
  "coordinates": [[-1.9839, 2.2824, -0.2127], [-1.7357, 0.8577, -0.1680], [-0.3706, 0.4173, -0.4409], [-0.3187, -1.1126, -0.3226], [1.3759, -1.8146, -0.1556], [0.1656, 0.7934, -1.8218], [-1.7123, 2.7875, -1.1569], [-1.4229, 2.7675, 0.5906], [-3.0466, 2.4916, -0.0771], [-2.4639, 0.3768, -0.6839], [0.2345, 0.8513, 0.3555], [-0.9351, -1.5041, -1.1455], [-0.8263, -1.4626, 0.5794], [0.3373, 1.8619, -1.9635], [1.1275, 0.2849, -1.9105], [-0.5132, 0.4075, -2.5832], [1.9142, 0.0118, 2.0300], [0.5729, 0.2600, 2.4874], [1.4521, 0.1400, 2.8502]],
  "forces_ev_per_a": [[0.18, 0.14, -0.23], [-0.77, 0.44, 0.25], [-0.49, -0.60, -0.23], [0.22, -0.23, 0.67], [-0.19, 0.26, -0.44], [0.38, 0.07, 0.42], [0.15, -0.12, 0.04], [-0.05, 0.11, 0.00], [-0.02, -0.10, 0.23], [0.47, -0.25, -0.16], [0.27, 0.09, -0.09], [0.38, -0.18, -0.23], [-0.27, 0.45, 0.07], [-0.17, 0.06, -0.02], [0.00, -0.02, -0.17], [-0.05, 0.06, -0.13], [0.81, -0.66, -0.85], [-0.48, -0.09, 0.23], [-0.38, 0.57, 0.62]],
  "lowdin_charge": [-0.1670, -0.1185, -0.5234, -0.7270, 0.1432, -0.1049, 0.0609, 0.0719, 0.0645, 0.0981, 0.1033, 0.0471, 0.0242, 0.0552, 0.0285, 0.0731, -0.0382, 0.0051, -0.0960],
  "relative_energy_ev": 0.496,
  "gap_ev": 6.1526,
  "e_tot_ha": -687.8098,
  "homo_energy_ev": -2.56,
  "multiplicity": 1,
  "charge": -1,
  "e_lumo_ha": 0.132
}

---

(5)
{
  "formula": "C11H22Cl4O9",
  "method": "wB97M-V/def2-TZVPD",
  "symbols": ["C", "O", "C", "O", "O", "C", "H", "H", "H", "H", "H", "H", "C", "O", "C", "O", "O", "C", "H", "H", "H", "H", "H", "H", "C", "O", "C", "O", "O", "C", "H", "H", "H", "H", "H", "H", "C", "Cl", "Cl", "H", "H", "C", "Cl", "Cl", "H", "H"],
  "coordinates": [[-0.7760, -1.5193, 5.0158], [-1.0104, -0.6817, 3.8437], [-1.8764, 0.3014, 3.7787], [-2.8448, 0.4175, 4.4680], [-1.5936, 1.0382, 2.7499], [-2.5837, 1.8899, 2.1871], [-0.3653, -0.9210, 5.8292], [0.0022, -2.2540, 4.8093], [-1.6949, -2.0611, 5.2399], [-2.6635, 1.5364, 1.1591], [-2.2970, 2.9331, 2.0542], [-3.5674, 1.9374, 2.6542], [4.4880, 2.2192, -4.6655], [3.4113, 1.3412, -4.4712], [2.9315, 0.9141, -3.2549], [2.3344, -0.0685, -3.0539], [3.2793, 1.8490, -2.3058], [3.1305, 1.6458, -0.9020], [4.8642, 2.2039, -5.6884], [5.3718, 1.9878, -4.0711], [4.2896, 3.2509, -4.3753], [3.3800, 2.6238, -0.4904], [3.8448, 0.9148, -0.5231], [2.1085, 1.4162, -0.6006], [-0.6901, -2.3918, 1.6249], [-0.7547, -1.5311, 0.4375], [-0.4227, -2.0480, -0.7973], [-0.0859, -3.2019, -1.0472], [-0.4910, -1.0175, -1.6148], [0.0123, -1.1258, -2.9327], [0.2741, -2.8460, 1.8533], [-1.4649, -3.1564, 1.5685], [-0.9410, -1.7628, 2.4789], [0.6994, -1.9340, -3.1835], [0.6103, -0.2188, -3.0209], [-0.8351, -1.1513, -3.6178], [-3.5084, -1.1291, -0.4402], [-2.3296, 0.2505, -0.2631], [-2.7271, -2.7555, -0.6165], [-4.1292, -1.1786, 0.4543], [-4.0787, -0.8666, -1.3312], [-0.3830, 0.9718, 0.3148], [1.2922, 0.4239, -0.1349], [-0.6976, 2.4881, -0.4679], [-1.0270, 0.1688, -0.0438], [-0.4851, 1.0968, 1.3928]],
  "forces_ev_per_a": [[-0.55, 0.48, -0.19], [2.30, -0.65, 0.84], [-1.62, -0.78, 1.26], [-0.58, 0.19, 0.90], [0.29, 1.18, -0.23], [-1.02, 1.10, -1.08], [-0.57, 0.12, 0.08], [-0.10, 0.21, -0.74], [0.05, 0.30, 0.38], [-0.65, 0.57, 1.10], [0.81, -0.09, 0.72], [0.32, -0.71, 0.46], [1.30, 1.04, 0.92], [-1.24, -1.54, 0.08], [3.08, 4.43, 0.89], [0.21, -1.75, -0.32], [0.35, -0.44, -2.16], [3.16, 2.55, -1.28], [-0.76, -0.31, -0.16], [-0.13, -0.56, 0.32], [-0.56, 0.01, -0.18], [0.33, 0.06, 0.14], [0.02, -0.23, -0.08], [3.83, 3.96, -2.24], [-0.55, 0.09, -0.30], [2.10, -2.42, 0.91], [1.65, -1.88, 0.80], [-0.10, 2.31, 0.62], [0.07, -1.41, 0.05], [-0.16, 0.75, -1.16], [0.17, 0.09, -0.74], [0.24, -0.16, -0.27], [0.15, -0.13, -0.99], [-0.29, -0.29, 0.78], [-1.06, -0.40, -0.45], [-0.02, 0.00, -0.01], [-0.71, 0.40, -0.25], [-12.61, -3.43, -3.25], [-2.89, 0.52, -0.61], [0.08, 0.09, -0.21], [-0.06, -0.62, 0.14], [5.54, 1.27, 1.55], [-7.00, -5.42, 4.49], [0.22, 1.15, -0.57], [6.17, 0.52, 0.82], [0.74, -0.16, -0.78]],
  "lowdin_charge": [0.0165, -0.0584, -0.6484, 0.1523, -0.0298, -0.0760, 0.1021, 0.0938, 0.1027, -0.0332, 0.0955, 0.1090, -0.0811, -0.0040, -0.5186, 0.1219, -0.0354, -0.1829, 0.0928, 0.0915, 0.0906, 0.0998, 0.0962, -0.2875, -0.0081, -0.3040, -0.7729, 0.0633, -0.1655, -0.0226, 0.1066, 0.0677, 0.0575, 0.1079, 0.0611, 0.1057, -0.6578, 0.8727, 0.7822, 0.0417, 0.0362, -0.9951, 0.9226, 0.6472, -0.2916, 0.0363],
  "relative_energy_ev": 10.827,
  "gap_ev": 8.1742,
  "e_tot_ha": -2949.8244,
  "homo_energy_ev": -7.75,
  "multiplicity": 1,
  "e_lumo_ha": 0.016
}

---

(6)
{
  "formula": "C4H4Cl2",
  "method": "wB97M-V/def2-TZVPD",
  "symbols": ["C", "C", "C", "C", "Cl", "Cl", "H", "H", "H", "H"],
  "coordinates": [[0.8552, -0.3204, -0.0867], [-2.4200, -0.1251, 0.0003], [-0.8459, -0.6588, -0.0454], [1.3951, 0.8735, -0.0625], [-2.4875, 1.4799, 0.0000], [3.1094, 1.2080, 0.0293], [1.1357, -1.3497, 0.0633], [-0.6826, -1.2090, 0.9773], [-0.7373, -1.5355, -0.8329], [0.6780, 1.6370, -0.0426]],
  "forces_ev_per_a": [[-3.84, 0.01, 0.30], [3.58, -2.83, -0.28], [1.51, -2.45, 0.42], [0.77, -1.29, 0.08], [-0.14, 2.49, 0.03], [-0.68, 0.00, -0.02], [1.34, 0.24, -0.32], [-1.27, 0.62, -1.61], [-1.17, 1.54, 1.57], [-0.11, 1.68, -0.16]],
  "lowdin_charge": [-0.1652, -0.5219, -0.2760, -0.6044, 0.6767, 0.5784, 0.0790, 0.0995, 0.1000, 0.0339],
  "relative_energy_ev": 5.028,
  "gap_ev": 8.3920,
  "e_tot_ha": -1074.9776,
  "homo_energy_ev": -9.14,
  "multiplicity": 1,
  "e_lumo_ha": -0.027
}